(1)
This record from OMol25 describes an isolated molecule of C4H9NOS in a non-equilibrium geometry. The level of theory is ωB97M-V with the def2-TZVPD basis set.

The geometry in XYZ format:
```
16
C4H9NOS ωB97M-V with the def2-TZVPD basis set
C 2.18768 0.50790 -1.47808
C 0.91115 0.49798 -0.70979
O 0.41064 1.52581 -0.27662
N 0.20340 -0.68189 -0.64229
C -1.06730 -0.80221 0.11135
C -1.07293 -0.27474 1.55984
S -2.76296 0.27021 2.00514
H 2.14027 -0.14702 -2.35240
H 2.45692 1.52397 -1.74961
H 3.02612 0.08096 -0.92211
H 0.61311 -1.59647 -0.80666
H -1.71958 -0.12381 -0.46129
H -1.47880 -1.80517 0.07970
H -0.51043 0.60516 1.80629
H -0.81319 -1.10870 2.22686
H -2.52410 1.52805 1.60968
```

* total energy: -18666.879 eV
* spin multiplicity: 1
* F_max: 2.78 eV Å⁻¹
* structure (SMILES): CC(=O)NCCS
* orbital gap: 9.75 eV
* lowest unoccupied orbital energy: 0.75 eV
* HOMO level: -9.0 eV
* ΔE to the lowest compared entry with this formula, charge and spin: 14.9 kcal per mole



(2)
This record from OMol25 describes an isolated molecule of C4H9NOS in a non-equilibrium geometry. The level of theory is ωB97M-V with the def2-TZVPD basis set.

The geometry in XYZ format:
```
16
C4H9NOS ωB97M-V with the def2-TZVPD basis set
N 0.89760 -2.12083 -0.62199
C 0.80203 -0.77016 -0.71729
O 0.47946 -0.24940 -1.77277
C 0.80001 0.00986 0.64381
C -0.63421 0.33456 1.03155
C -1.35012 1.20058 0.02818
S -0.55279 2.76543 -0.67929
H 1.35154 -2.62849 -1.43417
H 0.72256 -2.62040 0.25512
H 1.33582 -0.79326 1.17564
H 1.55008 0.79645 0.50626
H -1.21971 -0.61816 1.10321
H -0.61934 0.70063 2.08374
H -1.61982 0.53031 -0.84976
H -2.45285 1.44166 0.28415
H 0.50975 2.02121 -1.03639
```

* total energy: -18666.225 eV
* spin multiplicity: 1
* F_max: 3.55 eV Å⁻¹
* structure (SMILES): NC(=O)CCCS
* orbital gap: 9.49 eV
* lowest unoccupied orbital energy: 0.70 eV
* HOMO level: -8.8 eV
* ΔE to the lowest compared entry with this formula, charge and spin: 30.0 kcal per mole



(3)
This record from OMol25 describes an isolated molecule of C4H9NOS in a non-equilibrium geometry. The level of theory is ωB97M-V with the def2-TZVPD basis set.

The geometry in XYZ format:
```
16
C4H9NOS ωB97M-V with the def2-TZVPD basis set
N -1.01271 -0.33232 -1.94419
C -0.00122 -1.09118 -1.35741
O 0.84389 -1.60802 -2.04408
C -0.08282 -1.16726 0.14974
C -0.21325 0.18219 0.88422
C 1.12601 0.88544 1.00310
S 0.94787 2.67074 1.35909
H -1.17176 -0.61800 -2.89942
H -1.87063 -0.19967 -1.44130
H -0.86241 -1.85745 0.47988
H 0.81527 -1.68105 0.48977
H -0.82377 0.83677 0.24879
H -0.72270 0.01296 1.82238
H 1.69387 0.51962 1.85738
H 1.72276 0.78878 0.10317
H -0.38839 2.65847 1.28887
```

* total energy: -18667.124 eV
* spin multiplicity: 1
* F_max: 1.42 eV Å⁻¹
* structure (SMILES): NC(=O)CCCS
* orbital gap: 9.85 eV
* lowest unoccupied orbital energy: 0.73 eV
* HOMO level: -9.1 eV
* ΔE to the lowest compared entry with this formula, charge and spin: 9.3 kcal per mole



Question: Number 2 is which compound?
Answer: C4H9NOS



Question: Look up the ΔE to the lowest compared entry with this formula, charge and spin of the first one.
Answer: 14.9 kcal per mole



Question: What is the total energy in the second record?
Answer: -18666.225 eV



Question: What is the spin multiplicity in the second record?
Answer: 1